A structure of composition BF4In. Source: the OMol25 dataset; level of theory: wB97M-V/def2-TZVPD.

Each line ends with the Löwdin charge.
CARTESIAN COORDINATES (ANGSTROEM)
In: 19.36960 15.72746 -25.76006  1.295
B: 23.48591 16.95552 -23.12690  -1.203
F: 22.17616 17.24126 -22.85108  0.434
F: 24.20112 16.83597 -22.01510  0.526
F: 23.41827 15.77726 -23.78798  0.468
F: 24.00706 17.92620 -23.97025  0.481

LUMO = -18.89 eV
calculated total energy = -613.5039 hartree
net charge = +2

A cluster of 8 separate species, BH18O7 in total. Source: the OMol25 dataset; level of theory: wB97M-V/def2-TZVPD.

Each line ends with the Löwdin charge.
CARTESIAN COORDINATES (ANGSTROEM)
B: 18.77400 24.30900 19.17600  -0.438
H: 19.34200 25.41700 19.34600  -0.049
H: 18.36700 24.38400 18.00700  -0.044
H: 19.54200 23.31800 19.48700  0.000
H: 17.72500 24.34400 19.86300  -0.038
O: 15.45900 25.39800 18.22900  -0.119
H: 16.37100 24.92000 18.11800  0.037
H: 14.79000 24.79700 18.51400  -0.003
O: 20.68400 22.28900 16.18300  -0.082
H: 21.34700 21.53000 16.37200  0.088
H: 20.26700 22.74700 16.86300  -0.037
O: 19.16900 23.89000 22.43900  -0.134
H: 18.92800 24.04900 21.44400  -0.005
H: 18.37200 24.23600 22.84300  0.005
O: 18.43500 28.28100 18.93900  -0.070
H: 18.25600 27.88300 19.74600  -0.020
H: 17.64900 28.00900 18.34800  0.087
O: 20.50500 26.47900 16.65900  -0.150
H: 20.12300 26.31600 17.63300  0.046
H: 19.70700 26.87100 16.22600  0.028
O: 17.43400 21.04800 19.02500  -0.080
H: 17.58400 21.94300 19.20500  -0.060
H: 17.26100 20.94600 18.03500  0.074
O: 22.38400 25.67400 19.34700  -0.014
H: 22.34500 26.50500 19.70800  -0.017
H: 21.63000 25.19100 19.63800  -0.005

LUMO = 3.01 eV
calculated total energy = -562.2970 hartree
net charge = -1

A cluster of 9 separate species, BH20O8 in total. Source: the OMol25 dataset; level of theory: wB97M-V/def2-TZVPD.

Each line ends with the Löwdin charge.
CARTESIAN COORDINATES (ANGSTROEM)
B: -19.49857 -3.57376 21.04420  -0.387
H: -19.86204 -4.40447 20.27521  -0.076
H: -20.41029 -2.54936 21.04920  -0.003
H: -19.26755 -4.18007 22.14274  -0.040
H: -18.31795 -3.00668 20.64975  0.001
O: -17.87017 -2.10482 23.72412  -0.125
H: -17.84517 -3.02463 23.34872  0.009
H: -17.18376 -1.56106 23.23343  0.058
O: -23.09215 -3.02044 21.10108  -0.087
H: -22.21112 -2.61508 21.18123  -0.024
H: -23.24385 -3.74373 20.52102  0.008
O: -20.14255 -7.33737 19.99285  -0.171
H: -19.34567 -6.65735 19.93314  0.032
H: -19.55934 -8.15038 20.26730  0.073
O: -17.54838 -6.34385 20.99604  -0.109
H: -18.14725 -5.47794 20.89877  0.046
H: -16.80343 -6.15375 20.43881  0.040
O: -18.55755 -3.00884 17.51925  -0.104
H: -19.06001 -2.93763 18.34379  -0.018
H: -18.44570 -4.01032 17.53370  0.063
O: -18.97815 -0.17112 19.50507  -0.051
H: -19.93443 -0.07953 19.42442  0.038
H: -18.83071 -1.06332 19.69597  -0.066
O: -17.21344 -6.04234 23.69793  0.031
H: -17.57033 -6.05360 22.89266  -0.091
H: -16.39486 -5.69216 23.80157  -0.017
O: -20.90647 -6.63815 23.75043  -0.095
H: -21.68071 -6.05603 23.66615  0.033
H: -20.26306 -5.99009 23.34809  0.032

LUMO = 2.75 eV
calculated total energy = -638.7205 hartree
net charge = -1

A cluster of 10 separate species, BH22O9 in total. Source: the OMol25 dataset; level of theory: wB97M-V/def2-TZVPD.

Each line ends with the Löwdin charge.
CARTESIAN COORDINATES (ANGSTROEM)
B: 8.67700 52.86300 49.18000  -0.386
H: 9.76200 52.70000 49.30900  -0.079
H: 8.14900 51.85900 48.59500  -0.017
H: 7.98600 53.06200 50.15700  -0.029
H: 8.48900 53.80500 48.46800  -0.063
O: 7.80000 50.47700 52.48500  -0.037
H: 6.89500 50.53500 52.44200  -0.025
H: 8.22000 50.45000 51.60700  0.005
O: 9.11800 56.42400 48.50400  -0.140
H: 8.34400 56.34100 47.95800  0.002
H: 9.32700 55.37500 48.21300  0.103
O: 11.35000 51.79900 46.79900  -0.010
H: 10.74400 52.26700 47.32800  -0.025
H: 11.35100 52.50600 46.21100  -0.008
O: 4.79800 52.27500 48.97800  -0.032
H: 5.74000 52.49400 49.09400  0.014
H: 4.64000 52.57900 48.12300  -0.005
O: 8.87900 49.51600 49.86700  -0.138
H: 8.40500 50.36000 49.58100  0.000
H: 9.83200 49.56500 49.51300  0.085
O: 7.84000 53.25700 45.31600  0.001
H: 7.80400 52.86500 46.08400  -0.089
H: 8.79600 53.26100 45.10500  0.055
O: 5.83400 54.35800 51.36600  -0.018
H: 6.33900 54.17000 52.19900  0.080
H: 6.04500 53.97700 50.61000  -0.099
O: 8.81600 55.78200 51.48400  -0.030
H: 8.66000 55.81400 50.53200  0.011
H: 8.02000 55.76500 51.93900  -0.020
O: 10.39900 53.13500 52.17700  -0.111
H: 10.39900 52.62000 51.32500  0.017
H: 9.77500 53.73900 51.72800  -0.014

LUMO = 2.54 eV
calculated total energy = -715.1441 hartree
net charge = -1

A cluster of 13 separate species, BH28O12 in total. Source: the OMol25 dataset; level of theory: wB97M-V/def2-TZVPD.

Each line ends with the Löwdin charge.
CARTESIAN COORDINATES (ANGSTROEM)
B: 50.82000 1.60900 15.06400  -0.378
H: 49.76600 1.21300 15.32300  -0.044
H: 50.65000 2.20300 14.07900  -0.035
H: 51.28800 2.38000 15.87400  -0.008
H: 51.48600 0.57700 14.96700  0.002
O: 48.60700 4.15700 16.41000  -0.108
H: 48.06700 4.30300 15.61900  0.042
H: 49.52000 3.80700 16.06700  0.070
O: 50.20200 4.61800 12.12600  -0.142
H: 49.82800 3.70900 12.30000  0.043
H: 49.55700 5.43800 12.18300  0.090
O: 52.93400 4.85800 14.60600  -0.048
H: 52.20500 5.41600 14.70100  -0.015
H: 52.46100 4.10800 14.21400  0.020
O: 51.76000 -1.39000 17.16300  -0.066
H: 51.63000 -1.41400 16.18800  -0.004
H: 51.96900 -0.51800 17.45700  -0.117
O: 48.17500 0.01600 12.63000  -0.039
H: 47.85400 -0.54400 11.94900  0.012
H: 48.39500 -0.45100 13.42400  -0.032
O: 49.06400 2.16000 18.59400  -0.142
H: 49.10600 1.33700 18.09400  -0.035
H: 48.99700 2.96100 17.86800  0.074
O: 52.07000 0.14100 12.17800  0.013
H: 51.34100 0.71900 12.36500  0.014
H: 52.06800 -0.33900 12.88800  -0.124
O: 53.85100 1.98800 15.22200  -0.101
H: 52.98800 1.62400 15.13700  -0.089
H: 53.98100 2.29100 16.19700  0.081
O: 52.38600 0.64500 18.00400  0.012
H: 52.85900 1.44700 18.15700  0.075
H: 51.62300 0.97800 17.57200  0.021
O: 48.91500 -0.64700 17.87200  0.003
H: 48.88400 -0.53200 16.98100  -0.053
H: 49.48000 -1.37300 17.78200  0.002
O: 52.01500 -1.87200 14.27200  -0.035
H: 51.59100 -2.56900 14.69500  0.011
H: 52.94300 -2.24500 14.24900  0.118
O: 49.11000 -0.99800 14.97400  -0.044
H: 49.20300 -0.06300 14.84300  -0.034
H: 50.02700 -1.18000 14.98800  -0.012

LUMO = 2.52 eV
calculated total energy = -944.4440 hartree
net charge = -1

The molecule BH3OS. Source: the OMol25 dataset; level of theory: wB97M-V/def2-TZVPD.

Each line ends with the Löwdin charge.
CARTESIAN COORDINATES (ANGSTROEM)
B: 0.16578 0.22604 0.22335  -0.735
O: 1.05454 0.32237 1.23941  0.007
S: -0.56279 1.72836 -0.54271  0.748
H: -0.03130 -0.88622 -0.20092  0.041
H: 1.45386 -0.50954 1.63303  0.133
H: -1.60785 1.47386 -1.26535  -0.194

structure (SMILES) = OBS
LUMO = 0.42 eV
calculated total energy = -500.1236 hartree

A structure of composition BH4NS. Source: the OMol25 dataset; level of theory: wB97M-V/def2-TZVPD.

Each line ends with the Löwdin charge.
CARTESIAN COORDINATES (ANGSTROEM)
B: 0.40201 0.13696 0.22287  -0.479
N: -1.36827 -0.68973 0.48371  -0.037
S: 0.73597 1.08372 -1.19022  0.802
H: 1.34738 -0.11671 0.92911  0.001
H: -0.96201 -1.61812 0.57405  -0.031
H: -1.88627 -0.40743 -0.33156  -0.035
H: 1.73119 1.61130 -0.68795  -0.221

LUMO = 0.48 eV
calculated total energy = -480.1402 hartree

A structure of composition BaCl3O12. Source: the OMol25 dataset; level of theory: wB97M-V/def2-TZVPD.

Each line ends with the Löwdin charge.
CARTESIAN COORDINATES (ANGSTROEM)
Ba: 0.66733 1.41317 0.00547  1.990
Cl: -1.33177 -2.00583 0.66223  0.699
O: -1.14460 -3.23475 1.43360  -0.083
O: -0.39288 -2.29861 -0.42481  -0.088
O: -2.57977 -1.72148 0.16643  -0.153
O: -0.89473 -0.77734 1.23639  -0.406
Cl: -3.50900 1.97252 -0.55070  0.582
O: -3.82870 1.62235 -1.88273  -0.338
O: -4.02637 3.30356 -0.48554  -0.323
O: -4.20120 1.10920 0.30676  -0.309
O: -2.09356 1.87972 -0.33530  -0.590
Cl: 4.62153 -0.25573 0.02937  0.603
O: 4.74041 -1.73423 0.19353  -0.343
O: 3.29761 0.24702 -0.29048  -0.585
O: 5.29570 0.42181 1.03575  -0.310
O: 5.37999 0.05865 -1.09992  -0.346

multiplicity = 2
LUMO (spin up / spin down) = -2.54 / -6.73 eV
calculated total energy = -2308.0031 hartree
⟨S²⟩ = 0.761